200
Properties=species:S:1:pos:R:3 method="wB97M-V/def2-TZVPD" orbital_gap_ev=7.8818 total_charge=0 homo_energy_ev=-7.90 lumo_ev=-0.016
N -13.27975 -5.36847 -26.27699
C -14.14343 -5.84916 -25.35759
C -15.41855 -5.87774 -25.91422
C -15.32330 -5.21227 -27.17857
C -13.98978 -4.97525 -27.38418
H -12.27301 -5.38947 -26.16225
H -13.84353 -6.16831 -24.37358
H -16.29719 -6.25477 -25.40257
H -16.11503 -5.07837 -27.87491
H -13.47294 -4.57148 -28.22595
N -15.76753 -10.51594 -25.59113
C -16.67237 -9.77695 -24.86490
C -17.18664 -10.56555 -23.88642
C -16.60157 -11.86009 -24.02604
C -15.73683 -11.80993 -25.08228
H -15.24367 -10.19874 -26.37932
H -16.88567 -8.74662 -25.03685
H -17.98274 -10.22406 -23.21993
H -16.76525 -12.71818 -23.39498
H -15.10795 -12.55219 -25.55164
N -21.98360 0.69061 -21.76812
C -20.71875 0.26933 -21.43012
C -20.06085 -0.16889 -22.51695
C -20.98476 -0.04233 -23.62414
C -22.12336 0.47663 -23.13183
H -22.64545 1.16383 -21.19399
H -20.25033 0.35730 -20.45962
H -19.03024 -0.51322 -22.50529
H -20.81422 -0.29871 -24.66905
H -23.01371 0.73571 -23.67948
N -22.55450 -8.84481 -24.46070
C -21.80236 -7.92345 -25.14675
C -20.61775 -8.45817 -25.49401
C -20.63673 -9.84556 -25.01780
C -21.86077 -10.03659 -24.43985
H -23.47458 -8.63112 -24.10404
H -22.16333 -6.94998 -25.36029
H -19.80112 -7.93680 -25.98625
H -19.92101 -10.62414 -25.20573
H -22.20537 -10.93929 -24.00516
N -14.52180 -12.07786 -18.81521
C -14.64011 -13.23816 -19.48166
C -13.81490 -14.14431 -18.86783
C -13.01919 -13.40106 -17.89130
C -13.50679 -12.12356 -17.90441
H -15.07036 -11.25198 -19.03574
H -15.32531 -13.33946 -20.30243
H -13.69061 -15.19830 -19.05717
H -12.27405 -13.88756 -17.30826
H -13.36107 -11.23324 -17.31400
C -13.87116 -1.78488 -18.63852
C -14.72486 -0.73304 -19.20881
C -14.86291 -0.76312 -20.75831
O -16.29387 -0.52740 -20.94928
C -16.94385 -0.68459 -19.79752
O -18.16030 -0.72525 -19.74102
O -16.09993 -0.80888 -18.76124
H -14.10331 -2.76152 -19.06135
H -13.96425 -1.70116 -17.54082
H -12.84019 -1.53928 -18.91279
H -14.37983 0.24978 -18.85728
H -14.62811 -1.77702 -21.11124
H -14.31183 0.01994 -21.28139
C -19.94291 -3.62089 -20.63050
C -21.19158 -3.59393 -21.31128
C -21.15450 -3.90661 -22.82121
O -22.38586 -4.64849 -23.01883
C -22.67567 -5.22785 -21.83155
O -23.40732 -6.17073 -21.69242
O -22.05922 -4.68117 -20.82068
H -20.09340 -3.50035 -19.54182
H -19.35626 -2.79551 -21.03783
H -19.43363 -4.55542 -20.79059
H -21.71242 -2.65079 -21.12410
H -20.24850 -4.43227 -23.16540
H -21.42287 -3.02758 -23.43072
C -18.66046 -13.34960 -17.34415
C -18.44527 -13.07641 -18.78027
C -19.63959 -12.78608 -19.72859
O -19.07522 -11.91205 -20.70053
C -18.10286 -11.25111 -20.06200
O -17.61588 -10.19380 -20.47855
O -17.76341 -11.78351 -18.90535
H -17.68787 -13.52689 -16.86460
H -19.26328 -14.25215 -17.30294
H -19.22170 -12.55057 -16.86630
H -17.78338 -13.85099 -19.16544
H -20.50877 -12.32287 -19.26667
H -19.90088 -13.63810 -20.32843
C -17.52928 -2.52248 -24.88275
C -18.26215 -2.91766 -26.11835
C -18.75508 -4.42438 -26.21576
O -20.18392 -4.38019 -25.92499
C -20.56913 -3.07773 -26.03064
O -21.75893 -2.73619 -26.07572
O -19.58287 -2.23435 -26.16562
H -18.09827 -2.75126 -23.97241
H -17.25282 -1.46376 -24.99246
H -16.64754 -3.17177 -24.85987
H -17.66629 -2.55204 -26.94501
H -18.38153 -5.13053 -25.46047
H -18.66986 -4.89282 -27.18358
C -17.90829 -7.16835 -18.62554
C -16.77737 -7.34016 -17.74008
C -16.59376 -8.75417 -17.07812
O -15.65948 -9.42515 -17.99544
C -15.09402 -8.51753 -18.77038
O -14.22774 -8.78631 -19.58111
O -15.53943 -7.29781 -18.53425
H -18.86259 -7.13749 -18.08868
H -18.00415 -7.98959 -19.34055
H -17.86283 -6.20247 -19.14996
H -16.65471 -6.53486 -17.01876
H -17.53816 -9.33372 -17.02115
H -16.08028 -8.82541 -16.13304
C -13.14811 -4.71381 -16.66138
C -12.16041 -5.85474 -16.46268
C -11.65991 -6.11875 -15.04254
O -12.14808 -7.43571 -14.71864
C -12.77580 -7.94539 -15.76244
O -13.29497 -9.06085 -15.76241
O -12.80966 -7.16995 -16.78565
H -12.72131 -3.71223 -16.51022
H -14.06019 -4.72121 -16.08645
H -13.45588 -4.75279 -17.69787
H -11.38396 -5.72229 -17.20571
H -12.16167 -5.47224 -14.32599
H -10.56326 -6.07054 -14.85632
C -13.88457 -2.72732 -24.11987
C -13.40235 -1.29881 -24.19858
C -12.27879 -1.06814 -25.24498
O -12.96171 -0.45982 -26.34704
C -14.19153 -0.12827 -25.98274
O -14.95922 0.42651 -26.72930
O -14.45549 -0.47445 -24.73189
H -14.29394 -3.14392 -25.04999
H -14.55758 -2.87200 -23.28711
H -13.05306 -3.37882 -23.85286
H -13.18969 -0.95728 -23.18781
H -11.88426 -1.97657 -25.68543
H -11.41911 -0.45642 -25.00187
C -20.34810 -8.03584 -21.77913
C -21.33180 -8.41181 -20.71063
C -21.78536 -9.85432 -20.77915
O -21.80769 -10.35122 -19.42675
C -21.19528 -9.41564 -18.62997
O -21.03557 -9.55331 -17.45675
O -20.72498 -8.39640 -19.35976
H -20.04057 -6.99243 -21.64402
H -20.85568 -8.04697 -22.73405
H -19.45425 -8.68382 -21.74296
H -22.16725 -7.74186 -20.76559
H -21.17369 -10.63689 -21.23715
H -22.78436 -10.00850 -21.20666
C -13.40450 -11.99118 -22.35577
C -12.23088 -11.99544 -21.43862
C -11.43673 -13.34677 -21.45526
O -10.14136 -12.98153 -21.80386
C -10.07577 -11.69447 -22.14353
O -9.09676 -11.15994 -22.59788
O -11.19770 -11.06648 -21.89156
H -13.99476 -11.06492 -22.34991
H -14.04110 -12.78917 -21.97903
H -13.13685 -12.19281 -23.40173
H -12.57502 -11.73628 -20.43072
H -11.82754 -14.01989 -22.23128
H -11.34506 -13.87667 -20.49835
C -12.16670 -7.55510 -22.27438
C -12.76851 -6.59391 -21.26969
C -12.01260 -6.43757 -19.99116
O -12.07874 -4.97522 -19.71954
C -12.31150 -4.38205 -20.89768
O -12.23208 -3.16707 -21.04226
O -12.48157 -5.24270 -21.87303
H -11.14787 -7.18154 -22.44252
H -12.76980 -7.51843 -23.17694
H -12.19598 -8.54813 -21.77894
H -13.86096 -6.71269 -21.14005
H -10.95844 -6.73773 -20.24145
H -12.34651 -6.83377 -19.05383
C -16.66954 -3.27276 -16.15946
C -18.17967 -3.27426 -16.26979
O -18.72397 -3.31262 -17.36409
C -18.95327 -3.19348 -14.97795
H -16.39219 -4.21241 -15.65664
H -16.39491 -2.44115 -15.51114
H -16.22093 -3.23626 -17.14953
H -18.73625 -2.29025 -14.39126
H -18.70470 -4.07266 -14.33781
H -20.02413 -3.27549 -15.17909
C -16.61566 -7.07095 -22.35017
C -17.14388 -5.63625 -22.26165
O -18.00037 -5.27415 -23.03660
C -16.35561 -4.68564 -21.38084
H -17.37354 -7.76709 -22.67682
H -16.25396 -7.46839 -21.39457
H -15.71061 -6.93656 -22.96516
H -15.31806 -4.67170 -21.78865
H -16.22260 -5.13433 -20.39578
H -16.77434 -3.69025 -21.41793